{"formula": "C31H58BrN4NiOP3", "method": "ωB97M-V with the def2-TZVPD basis set", "symbols": ["N", "C", "C", "C", "C", "C", "C", "Ni", "P", "C", "C", "C", "C", "C", "C", "C", "Br", "H", "H", "H", "H", "H", "H", "H", "H", "H", "H", "P", "C", "C", "H", "H", "H", "H", "H", "C", "C", "H", "H", "H", "H", "H", "C", "C", "H", "H", "H", "H", "H", "C", "C", "H", "H", "H", "H", "H", "C", "C", "H", "H", "H", "H", "H", "C", "C", "H", "H", "H", "H", "H", "C", "N", "C", "P", "O", "N", "C", "C", "N", "C", "C", "H", "H", "H", "H", "H", "H", "H", "H", "H", "H", "H", "H", "H", "H", "H", "H", "H", "H"], "coordinates": [[0.915, -3.304, 4.590], [-0.294, -3.224, 4.019], [-0.471, -2.935, 2.669], [0.669, -2.724, 1.844], [1.934, -2.924, 2.450], [1.997, -3.170, 3.828], [0.532, -2.330, 0.469], [1.026, -0.015, -0.480], [0.418, 0.859, -2.311], [1.633, -2.034, -0.380], [1.661, -2.514, -1.781], [2.899, -2.635, -2.444], [2.933, -2.926, -3.805], [1.723, -3.086, -4.493], [0.503, -3.123, -3.819], [0.473, -2.866, -2.448], [1.738, -3.234, -6.394], [-0.470, -2.381, 0.030], [2.623, -1.890, 0.067], [-1.481, -2.884, 2.253], [2.855, -2.904, 1.870], [-1.160, -3.397, 4.667], [2.973, -3.257, 4.316], [3.827, -2.500, -1.881], [-0.467, -2.947, -1.902], [3.876, -3.004, -4.331], [-0.415, -3.351, -4.355], [2.001, 1.199, 0.960], [-1.119, 0.204, -3.113], [-1.171, 0.156, -4.640], [-1.969, 0.789, -2.728], [-1.238, -0.818, -2.721], [-2.151, -0.225, -4.964], [-1.047, 1.145, -5.101], [-0.418, -0.523, -5.062], [1.770, 0.422, -3.514], [1.994, 1.350, -4.704], [1.571, -0.609, -3.848], [2.696, 0.368, -2.920], [2.850, 0.980, -5.286], [1.132, 1.383, -5.381], [2.235, 2.370, -4.382], [0.223, 2.697, -2.352], [-0.493, 3.336, -3.540], [1.231, 3.129, -2.239], [-0.328, 2.944, -1.432], [-0.503, 4.427, -3.411], [0.007, 3.132, -4.494], [-1.538, 3.012, -3.613], [1.508, 2.780, 1.762], [1.030, 3.898, 0.849], [2.410, 3.102, 2.314], [0.742, 2.513, 2.506], [0.824, 4.787, 1.462], [1.786, 4.169, 0.101], [0.106, 3.631, 0.324], [3.543, 1.739, 0.074], [4.356, 0.570, -0.475], [4.129, 2.335, 0.792], [3.216, 2.415, -0.731], [5.200, 0.953, -1.064], [4.755, -0.055, 0.335], [3.752, -0.076, -1.132], [2.744, 0.455, 2.483], [1.824, 0.339, 3.698], [3.603, 1.107, 2.716], [3.143, -0.529, 2.199], [2.327, -0.275, 4.457], [1.618, 1.320, 4.150], [0.864, -0.138, 3.444], [-2.231, 2.647, 1.370], [-2.962, 1.655, 2.184], [-3.225, 2.138, 3.543], [-2.577, 0.038, 1.916], [-1.100, -0.190, 1.936], [-3.367, -0.839, 3.123], [-4.251, -1.979, 2.845], [-2.700, -0.847, 4.448], [-3.281, -0.291, 0.430], [-3.965, 0.717, -0.368], [-3.148, -1.581, -0.238], [-1.442, 3.161, 1.946], [-2.964, 3.373, 0.982], [-1.732, 2.153, 0.526], [-4.096, 1.624, 3.964], [-2.378, 2.004, 4.236], [-3.431, 3.214, 3.472], [-3.709, -2.944, 2.841], [-5.081, -2.022, 3.569], [-4.691, -1.842, 1.856], [-1.684, -0.421, 4.357], [-3.259, -0.253, 5.198], [-2.588, -1.872, 4.841], [-3.272, 1.231, -1.061], [-4.729, 0.193, -0.962], [-4.427, 1.458, 0.295], [-2.287, -1.584, -0.925], [-3.022, -2.411, 0.472], [-4.071, -1.737, -0.819]], "gap_ev": [6.7805, 5.5810], "s2": 2.01, "e_homo_ha": [-0.5017, -0.5020], "spin_multiplicity": 3, "lumo_energy_ev": [-6.87, -8.08], "molar_mass_g_mol": 734.35, "total_charge": 2}